The following is a quantum chemistry calculation of a cluster of 11 separate species, C6H33NO10 in total, from the OMol25 dataset.

Geometry (Å):
O1 -2.077 1.750 2.219
O2 -2.049 3.020 0.018
O3 2.536 -0.128 2.034
O4 -0.554 -2.056 4.168
O5 -0.822 0.304 -4.178
O6 1.583 -0.706 -3.506
O7 -2.264 2.273 -2.614
O8 -0.183 0.655 3.846
O9 2.547 -2.645 0.346
O10 0.495 -2.811 1.811
N1 2.958 0.035 -1.028
C1 -1.099 -0.373 -1.117
C2 2.130 1.283 -0.982
C3 -2.811 -1.353 0.380
C4 0.082 -0.313 -0.187
C5 0.863 1.041 -0.135
C6 -2.471 -0.950 -0.797
H1 2.731 2.094 -0.697
H2 -2.193 -1.335 1.227
H3 2.041 -0.494 -4.255
H4 3.281 0.029 2.541
H5 1.778 -2.982 0.623
H6 -0.021 0.228 -3.767
H7 -2.244 3.927 0.080
H8 2.502 -1.119 1.855
H9 3.856 0.176 -1.187
H10 -1.871 3.033 -2.887
H11 -1.278 0.646 -1.381
H12 0.104 1.768 -0.565
H13 -1.238 -1.402 3.982
H14 -3.781 -1.737 0.556
H15 2.944 -3.320 -0.316
H16 0.385 -2.688 2.747
H17 -0.182 -3.299 1.372
H18 -1.448 2.071 1.501
H19 0.622 1.119 3.918
H20 1.018 1.091 0.955
H21 -2.956 2.273 1.997
H22 -0.294 -0.371 0.821
H23 -1.842 1.567 -3.008
H24 -0.803 1.340 3.442
H25 0.761 -1.230 -0.381
H26 0.178 -1.465 4.367
H27 1.691 1.506 -2.019
H28 2.824 -0.413 -0.133
H29 -1.016 -0.512 -4.686
H30 -2.351 2.737 -0.780
H31 -0.828 -0.906 -2.044
H32 -3.227 -0.799 -1.615
H33 1.992 -0.560 -2.541

Calculated values
energy = -28720.095 eV
energy above the lowest of the compared OMol25 structures with the same formula, charge and spin = 436.08 kJ/mol
SMILES = C=CCCCCN.O.O.O.O.O.O.O.O.O.O
Kohn-Sham gap = 9.55 eV

=====

The following is a quantum chemistry calculation of a cluster of 11 separate species, C6H33NO11 in total, from the OMol25 dataset.

Geometry (Å):
O1 -3.160 3.360 -0.618
O2 -0.846 1.292 3.246
O3 3.480 -0.955 1.175
O4 1.651 -3.091 1.141
O5 1.853 0.383 -3.175
O6 -2.766 -1.595 -2.036
O7 1.749 1.294 3.955
O8 -3.982 -1.458 1.443
O9 -1.403 1.481 -3.283
O10 4.658 0.888 -0.494
O11 -3.014 1.470 1.509
N1 -0.189 -0.912 -0.842
C1 -0.275 1.426 -0.065
C2 1.106 -2.668 -2.068
C3 1.106 1.975 0.308
C4 0.821 -2.874 0.288
C5 0.940 -1.808 -0.842
C6 -0.488 -0.047 0.292
H1 -0.262 1.598 -1.148
H2 -3.197 -1.753 0.981
H3 -1.010 -1.302 -1.286
H4 -0.111 -3.473 0.285
H5 5.156 1.060 0.320
H6 -2.765 -1.264 -2.941
H7 1.016 2.979 0.727
H8 1.069 0.049 -2.731
H9 -1.246 2.342 -3.689
H10 -1.155 2.017 0.155
H11 -2.931 2.851 -1.396
H12 -2.985 2.839 0.177
H13 0.862 0.883 3.990
H14 3.063 -1.830 1.041
H15 -1.404 0.637 2.839
H16 2.687 0.444 -2.705
H17 -3.664 1.521 2.222
H18 4.147 0.115 -0.185
H19 -1.523 -0.273 0.540
H20 -2.975 0.533 1.294
H21 1.588 2.040 3.369
H22 0.531 -3.596 -2.155
H23 -0.864 2.042 2.643
H24 -0.592 1.037 -3.573
H25 1.731 1.333 0.929
H26 0.066 -0.309 1.198
H27 -3.001 -0.844 -1.489
H28 2.757 -0.465 1.582
H29 2.154 -2.905 -2.226
H30 -4.771 -1.717 0.964
H31 1.748 2.043 -0.568
H32 0.661 -2.117 -2.907
H33 1.779 -1.197 -0.508

Calculated values
energy = -30769.025 eV
energy above the lowest of the compared OMol25 structures with the same formula, charge and spin = 412.30 kJ/mol
SMILES = CCCN[C@H](C)C=O.O.O.O.O.O.O.O.O.O.O
Kohn-Sham gap = 8.90 eV

=====

The following is a quantum chemistry calculation of a cluster of 11 separate species, C6H33NO11 in total, from the OMol25 dataset.

Geometry (Å):
O1 -0.792 2.642 -2.632
O2 2.016 -2.371 2.975
O3 0.075 -2.717 -1.178
O4 1.195 1.067 -3.473
O5 -3.365 -0.877 0.925
O6 0.763 3.622 -0.682
O7 -1.413 -1.623 2.566
O8 0.167 -3.434 1.352
O9 2.739 1.971 -1.475
O10 0.653 -0.091 3.336
O11 -2.188 -1.312 -1.441
N1 -1.847 1.727 0.009
C1 0.208 0.473 -0.234
C2 1.997 -1.296 -0.705
C3 1.106 -1.978 -1.759
C4 1.183 -0.492 0.341
C5 -2.436 2.751 0.888
C6 -0.732 1.033 0.548
H1 0.172 -3.136 0.426
H2 -2.722 -1.319 -0.613
H3 -0.155 2.025 -3.071
H4 -2.729 -1.162 1.546
H5 1.831 1.378 -2.758
H6 -2.545 2.332 1.942
H7 2.669 -2.100 -0.151
H8 2.669 -0.640 -1.202
H9 -3.506 2.982 0.568
H10 0.677 -1.207 0.995
H11 1.691 -2.747 -2.318
H12 -0.751 0.881 1.627
H13 -1.873 -0.412 -1.491
H14 2.713 1.400 -0.727
H15 1.382 -2.817 2.366
H16 -0.878 -2.319 2.155
H17 1.285 -0.821 3.187
H18 1.624 1.284 -4.274
H19 0.628 -1.248 -2.452
H20 2.142 2.676 -1.175
H21 0.419 3.093 0.073
H22 -0.241 -4.276 1.347
H23 -1.911 3.705 0.967
H24 0.143 3.373 -1.439
H25 -0.788 -2.214 -1.220
H26 0.293 0.605 -1.289
H27 -1.145 3.120 -3.383
H28 -1.733 2.060 -0.935
H29 2.814 -2.898 2.943
H30 1.867 0.015 1.039
H31 -0.819 -0.930 2.918
H32 -3.206 0.091 0.772
H33 0.656 0.128 4.266

Calculated values
energy = -30771.225 eV
energy above the lowest of the compared OMol25 structures with the same formula, charge and spin = 200.13 kJ/mol
SMILES = CN/C=C/CCCO.O.O.O.O.O.O.O.O.O.O
Kohn-Sham gap = 8.51 eV

=====

The following is a quantum chemistry calculation of a cluster of 10 separate species, C6H34N2O9 in total, from the OMol25 dataset.

Geometry (Å):
O1 0.310 -2.181 1.118
O2 2.331 0.615 3.975
O3 1.963 -4.821 -1.419
O4 -5.204 -1.526 -1.345
O5 -1.167 -4.028 -1.363
O6 -3.815 0.767 -1.023
O7 -1.760 -1.439 -2.547
O8 4.321 0.008 1.293
O9 1.141 -0.959 -3.788
N1 -0.066 1.445 -1.841
N2 -0.715 0.533 1.289
C1 -0.728 0.453 2.822
C2 0.831 1.326 -0.741
C3 -0.018 1.694 0.596
C4 1.882 3.786 -0.405
C5 1.956 2.432 -1.142
C6 -2.189 0.015 3.277
H1 1.080 -4.842 -1.682
H2 2.651 4.401 -0.704
H3 -1.793 -1.782 -3.449
H4 0.929 4.206 -0.531
H5 2.232 -4.004 -0.896
H6 2.250 3.525 0.569
H7 2.397 -0.028 3.250
H8 -0.044 2.231 -2.312
H9 -0.366 0.650 -2.304
H10 1.361 0.384 -0.499
H11 1.918 2.554 -2.266
H12 -3.862 1.546 -1.505
H13 -0.320 1.375 3.386
H14 -2.919 0.794 2.986
H15 2.178 -0.169 4.668
H16 -2.906 0.739 -0.698
H17 0.716 2.067 1.260
H18 -1.104 -4.025 -0.390
H19 5.209 -0.291 1.373
H20 4.130 0.670 2.053
H21 -0.726 2.341 0.242
H22 -2.216 -0.001 4.421
H23 -1.961 -3.387 -1.466
H24 1.248 -0.677 -2.889
H25 2.982 2.053 -1.071
H26 1.961 -1.064 -4.234
H27 -4.518 -1.495 -2.034
H28 -1.596 0.504 0.877
H29 -2.412 -0.951 2.908
H30 0.901 -2.143 1.924
H31 -0.965 -0.942 -2.649
H32 -5.291 -0.593 -1.314
H33 0.022 -0.450 3.034
H34 -0.242 -1.318 1.185

Calculated values
energy = -28177.854 eV
energy above the lowest of the compared OMol25 structures with the same formula, charge and spin = 585.32 kJ/mol
SMILES = CCNC[C@@H](N)CC.O.O.O.O.O.O.O.O.O
Kohn-Sham gap = 8.95 eV

=====

no.,strongest force on any atom (Eh/bohr)
1,0.14502
2,0.05652
3,0.06716
4,0.11019